11
Properties=species:S:1:pos:R:3:forces:R:3 method="wB97M-V/def2-TZVPD" multiplicity=1 total_charge=-1 orbital_gap_ha=0.254 e_above_lowest_ev=0.210 e_homo_ev=-3.09
S -2.2543 -1.6639 0.8545 -0.44 -0.12 -0.26
S -1.0414 0.9871 -0.8897 -0.43 -0.28 0.68
C 1.4506 -0.1072 -0.2106 -0.60 -0.62 0.02
C 0.4407 0.9919 0.1495 0.47 -0.27 -0.41
H 0.9035 1.9564 -0.0298 0.24 0.22 0.05
H -1.7127 -0.0604 -0.0315 0.28 0.19 -0.63
H 1.9116 0.1405 -1.1728 0.21 -0.16 0.24
H 0.9940 -1.1223 -0.3049 -0.02 0.89 0.04
H 2.1673 -0.2010 0.6088 0.43 0.15 -0.24
H 0.2484 0.9538 1.2182 -0.55 -0.10 0.07
H -3.1077 -1.8749 -0.1917 0.40 0.09 0.45

12
Properties=species:S:1:pos:R:3:forces:R:3 method="wB97M-V/def2-TZVPD" multiplicity=1 total_charge=-1 orbital_gap_ha=0.212 e_above_lowest_ev=1.510 e_homo_ev=-2.47
S 2.5016 -1.1404 -1.6621 0.02 0.33 -0.01
S -0.9867 0.8382 0.4963 -0.09 -0.32 0.23
S -0.9774 -0.8204 1.8595 0.00 0.90 -0.80
C 1.6843 0.4468 -2.0183 -3.09 0.48 2.07
C -2.6501 1.5832 0.8160 -1.25 -2.70 0.17
H -2.7046 1.0449 1.8886 -0.81 1.95 -2.07
H 1.7567 -1.5199 -0.5995 0.02 0.26 -0.23
H -2.6957 2.7063 0.7099 0.13 -1.28 0.46
H 2.3236 1.2834 -2.2136 0.81 -0.08 -1.05
H -3.4887 1.0561 0.0722 2.03 1.45 1.98
H 0.7732 0.3176 -2.7091 1.72 0.38 0.81
H 1.2303 0.8931 -1.0336 0.51 -1.36 -1.57

17
Properties=species:S:1:pos:R:3:forces:R:3 method="wB97M-V/def2-TZVPD" multiplicity=1 total_charge=+3 orbital_gap_ha=0.117 e_above_lowest_ev=4.314 e_homo_ev=-21.98
Al 6.7758 6.7793 -7.4081 -0.27 -0.08 -0.02
O 9.4245 5.6931 -7.9803 0.54 0.96 -0.38
O 8.0094 8.1858 -9.6941 0.73 -0.77 -0.68
N 11.2992 5.1710 -9.1160 0.47 -1.01 -1.19
N 11.4416 6.5320 -7.2778 0.36 0.49 -0.48
N 9.6815 9.7008 -9.8928 0.68 0.19 -0.61
N 9.2443 8.3066 -11.6407 0.15 -1.14 -0.42
C 10.6452 5.8339 -8.1353 -0.43 -0.88 1.14
C 8.9180 8.6853 -10.3729 -0.51 1.32 1.36
H 12.2709 5.2380 -9.4286 0.08 0.66 0.54
H 8.7387 7.5477 -12.1101 -0.46 0.36 0.17
H 9.6630 10.0776 -8.9478 -0.61 -0.12 0.00
H 10.2172 8.3209 -11.9472 0.02 0.40 0.01
H 10.8462 4.4331 -9.6629 -0.58 0.17 0.40
H 12.4259 6.6937 -7.4863 -0.07 0.02 -0.05
H 10.3983 10.1234 -10.4862 0.06 -0.19 0.06
H 11.0667 7.1043 -6.5251 -0.17 -0.40 0.14

12
Properties=species:S:1:pos:R:3:forces:R:3 method="wB97M-V/def2-TZVPD" multiplicity=1 total_charge=0 orbital_gap_ha=0.328 e_above_lowest_ev=5.030 e_homo_ev=-9.03 smiles="C=NC.B"
N 0.3150 0.3889 -0.9499 0.28 -0.51 0.93
C 1.5532 0.4331 -0.1685 -1.55 0.87 0.86
C -0.2195 -0.6311 -1.4745 0.06 0.29 -0.17
B -1.9647 -0.1957 1.7840 -0.11 0.68 -1.53
H -3.2597 -0.1335 1.2576 3.03 -0.25 1.30
H 2.0865 1.3651 -0.4041 0.31 -0.68 -0.26
H 0.1620 -1.6202 -1.8581 0.32 0.79 0.97
H -1.2877 -0.4877 -1.5561 -0.39 -0.23 -0.93
H 2.1126 -0.5046 -0.1460 0.36 0.25 -0.11
H -1.5978 -0.3456 2.9167 -0.98 -0.16 0.06
H -0.8765 -0.0005 1.1257 -2.13 -0.31 0.40
H 1.1456 0.6806 0.8935 0.81 -0.74 -1.53

13
Properties=species:S:1:pos:R:3:forces:R:3 method="wB97M-V/def2-TZVPD" multiplicity=1 total_charge=0 orbital_gap_ha=0.390 e_above_lowest_ev=0.063 e_homo_ev=-10.06 smiles=CCB(N)O
O -1.5183 -0.9605 1.7130 0.06 -0.45 1.09
N 0.8703 -0.9569 1.2051 -2.80 1.40 -3.45
C -0.9363 0.1494 -0.5505 -0.23 -0.52 -1.14
C 0.2842 0.9638 -1.0435 1.10 0.04 1.89
B -0.5455 -0.6506 0.8203 2.10 -0.24 -0.13
H 1.4966 -0.5246 0.5536 0.52 -0.08 0.00
H -1.8132 0.7499 -0.2464 0.42 0.09 -0.33
H 1.3098 -1.1533 2.0412 0.48 -0.53 2.02
H 0.3992 1.6159 -1.9250 -1.21 -0.37 0.14
H -1.0599 -1.3141 2.5070 -0.85 0.21 -0.62
H -1.2605 -0.4184 -1.4632 -0.10 -0.24 1.23
H 0.4197 1.6196 -0.1281 1.05 -0.48 -1.21
H 1.1033 0.1921 -1.2011 -0.54 1.17 0.50

18
Properties=species:S:1:pos:R:3:forces:R:3 method="wB97M-V/def2-TZVPD" multiplicity=2 total_charge=+1 orbital_gap_ha="0.339 / 0.150" e_above_lowest_ev=0.613 e_homo_ev="-13.37 / -12.81"
Br -0.9464 -0.4599 -0.7909 0.51 -0.64 -0.02
Cu 1.1834 -1.8206 -1.8182 -0.17 1.56 0.33
O -3.8308 -2.3779 3.3003 0.20 -0.40 -0.67
O 2.5394 -0.1201 -1.9757 -0.12 -1.00 -0.11
N 1.9040 1.9892 -1.3858 -1.49 -0.92 0.59
N 3.9348 1.6741 -2.2629 0.32 -0.98 -0.18
N -3.3693 -0.3236 2.3649 0.10 -0.85 0.01
N -2.1274 -2.0816 1.7999 0.35 -1.01 -0.64
C -3.1997 -1.6810 2.5417 -0.83 2.28 1.64
C 2.7873 1.0833 -1.8668 -0.05 1.63 -0.28
H 0.9673 1.6441 -1.2268 0.15 -0.01 0.14
H 4.1197 2.6164 -1.9846 0.23 0.12 -0.14
H -2.7575 0.1392 1.7055 -0.44 0.35 0.14
H -1.8452 -3.0559 1.8492 0.13 0.07 -0.01
H -1.8972 -1.5047 0.9866 0.45 -0.35 -0.56
H 4.6406 1.1242 -2.7231 0.06 0.10 0.19
H -4.0873 0.1683 2.8795 0.12 -0.04 -0.18
H 1.9843 2.9866 -1.3927 0.46 0.07 -0.24